Computed, not measured: a single C21H27ClN4O2 molecule, with the ωB97M-V functional and the def2-TZVPD basis.

Its total charge is 0. Its molar mass is 402.93 u. As for the LUMO energy: 0.0187 hartree. Its energy relative to the best compared isomer or geometry (same formula, charge and spin) is 99.7 kJ/mol. The calculation puts the total energy at -1646.14304 hartree. As for the SMILES: COc1ccc(N2CCN(CCNC(=O)Nc3ccc(C)c(Cl)c3)CC2)cc1.

Element x y z (Å)
Cl1 5.5878 -3.6039 -0.5081
O1 -8.0820 -2.3050 -0.2837
O2 3.4265 2.9433 0.0830
N1 -3.5088 0.8410 0.2321
N2 -1.0939 2.3355 0.3127
N3 3.0216 0.7547 -0.4873
N4 1.4416 2.3611 -0.8523
C1 5.5059 -1.9074 -0.1622
C2 6.6079 -1.2634 0.3918
C3 4.2286 0.1283 -0.1873
C4 -6.8855 -0.3246 -0.6587
C5 -5.7838 -2.0851 0.5283
C6 -8.1617 -3.6058 0.2410
C7 5.3186 0.7926 0.3668
C8 7.8684 -2.0089 0.6975
C9 -4.6492 -1.2949 0.6267
C10 -2.4492 0.4821 1.1453
C11 0.8046 3.6227 -0.5493
C12 2.6915 2.0892 -0.3600
C13 -1.6566 1.7377 1.5099
C14 -2.9650 1.4527 -0.9622
C15 6.4791 0.0965 0.6445
C16 -0.1969 3.4455 0.5985
C17 -6.9141 -1.6120 -0.1209
C18 -2.1758 2.7026 -0.5846
C19 4.3335 -1.2367 -0.4509
C20 -4.6103 -0.0094 0.0947
C21 -5.7619 0.4602 -0.5470
H1 0.7757 1.6054 -0.9374
H2 7.6706 -2.8151 1.4033
H3 -1.7608 -0.2595 0.7050
H4 -3.7703 1.7167 -1.6458
H5 -0.7391 4.3880 0.7738
H6 -9.1629 -3.9606 0.0010
H7 -1.7577 3.1519 -1.4869
H8 -7.4234 -4.2722 -0.2179
H9 0.3650 3.2018 1.5033
H10 -2.3263 2.4401 2.0351
H11 -3.7853 -1.7092 1.1227
H12 7.3162 0.6267 1.0738
H13 8.6141 -1.3436 1.1235
H14 -2.2875 0.7510 -1.4801
H15 1.5867 4.3271 -0.2619
H16 3.5027 -1.7760 -0.8819
H17 2.3276 0.1516 -0.9053
H18 0.3067 3.9896 -1.4509
H19 -7.7700 0.0435 -1.1541
H20 5.2470 1.8470 0.5719
H21 8.2730 -2.4578 -0.2090
H22 -5.7801 1.4617 -0.9487
H23 -5.7606 -3.0740 0.9593
H24 -8.0282 -3.6114 1.3282
H25 -2.8846 0.0687 2.0561
H26 -0.8414 1.4638 2.1840
H27 -2.8561 3.4318 -0.1109